Entry 1:
DFT (ωB97M-V/def2-TZVPD) results for 10 unconnected molecules or ions with the total composition C54H119BF4N14O8.

```
200
Properties=species:S:1:pos:R:3:forces:R:3:lowdin_charge:R:1
H 9.483426 0.365038 -3.220292 0.2 0.0 0.2 0.104
H 2.069166 0.044128 -8.254672 -1.0 -0.1 -1.1 0.146
C -0.011854 3.989948 -0.871612 0.5 1.3 -1.0 0.001
H -1.591014 5.746688 -3.238332 0.5 0.3 -0.2 0.107
H 0.702376 -3.432892 -5.661952 0.6 -0.1 0.0 0.108
C -4.451464 -3.826472 4.868608 -1.0 0.8 -2.5 -0.108
H 3.592466 3.707208 1.969728 0.0 -0.3 0.0 0.120
C -3.967124 -0.497552 1.818218 0.1 -0.8 -1.5 0.011
C 8.758406 0.128298 -2.441572 0.8 -0.2 -0.3 -0.055
C -4.028494 -0.414012 -5.546422 1.0 0.2 0.7 -0.051
O 1.209266 0.299148 -4.339592 0.8 0.9 0.8 -0.205
C 3.597876 -2.731422 8.295268 0.0 -2.8 -0.7 -0.125
H -1.718744 -3.880862 -1.713982 -0.3 -0.4 0.2 0.085
C -7.587824 -0.506102 0.941778 -1.1 -1.5 1.1 -0.061
C -4.862054 -1.423962 -3.191362 -0.7 0.2 -0.5 -0.035
C -1.253654 5.921138 -2.216642 0.2 -0.6 -0.3 0.034
H -1.935094 -0.259682 -0.537532 -0.2 -0.3 0.0 0.061
C -3.130994 3.012228 1.945528 0.2 -2.5 -0.9 0.003
C 2.176496 -0.670782 5.285468 -1.0 0.0 1.2 -0.044
H 2.165976 9.276968 2.151588 -0.6 -0.1 0.2 0.127
H 3.159926 -2.835842 9.287938 0.4 -0.6 0.2 0.150
H -6.106494 -4.543982 3.423398 0.6 0.7 -0.5 0.152
C -3.450614 -1.772192 -6.101752 -3.6 0.2 -1.2 -0.139
H 0.748386 -3.041262 3.035118 -0.1 0.0 -0.2 0.078
C 2.255516 0.444628 -3.330472 -0.1 0.2 -1.4 -0.046
H -0.300784 -1.057262 -8.154132 -0.6 -0.5 0.2 0.134
H 4.378906 -1.172912 1.490118 0.1 0.7 0.5 0.101
C 2.667556 3.766578 2.543418 0.4 1.0 1.0 -0.170
H 5.085286 -4.613612 7.059648 0.1 0.0 -0.6 0.091
C 6.586596 0.587968 -0.375432 2.5 -1.1 0.3 0.009
N -0.129414 5.007288 -1.890892 4.3 -3.8 -0.8 -0.042
H -4.182934 -0.991082 2.765828 0.1 0.2 -0.2 0.089
H 1.738096 2.650658 -0.328992 -0.5 0.0 0.1 0.124
C 0.827806 -4.988072 -2.610022 1.9 2.1 1.2 0.076
H -6.777194 5.335708 2.962838 0.3 0.6 -0.5 0.103
H 1.973796 2.949368 2.346068 0.1 0.0 -0.3 0.104
C 3.278266 3.547968 -2.349562 2.0 0.4 -0.3 -0.200
H 4.683526 -2.663712 8.365208 0.1 -0.3 0.0 0.138
H 3.603886 -4.803192 -4.488832 0.1 0.1 0.3 0.131
H -3.231954 0.287228 -5.297642 0.2 -0.2 0.9 0.101
C 1.084016 4.839048 -2.654672 -0.8 -0.1 3.7 0.085
H 2.394686 -2.755892 3.622328 0.2 0.5 -0.3 0.074
H -4.667964 0.258838 -6.117782 0.5 -0.9 -1.9 0.151
H 2.020446 -1.307862 8.230448 -0.2 0.1 -0.8 0.145
H -9.086744 -0.741832 3.239418 -0.1 0.6 -1.3 0.145
C 0.809506 -1.428562 5.154768 0.4 -0.6 0.1 -0.175
C -0.980944 -4.251532 -1.002402 0.6 0.4 -0.2 0.034
H 1.914056 -2.078202 -5.361852 0.0 0.1 -0.8 0.093
H 4.076126 5.352968 -1.536352 0.3 0.0 0.2 0.080
H -6.256164 4.573138 1.377228 0.4 0.5 0.1 0.088
H -1.070834 -5.308092 -0.750002 -0.5 0.2 0.1 0.120
N -5.029734 -0.472752 -4.404762 0.6 -0.3 2.2 0.085
C 1.452046 -3.258602 3.838698 1.0 0.2 -0.9 -0.100
C -4.991104 4.195798 3.199338 -1.4 -0.7 -0.5 -0.115
H -7.612354 -1.594632 0.890648 -0.5 -0.1 -1.3 0.092
H 4.205166 -0.796272 -0.137682 -0.1 0.2 -0.2 0.087
N -4.337954 2.988798 2.575648 -0.5 0.1 0.5 -0.042
C 1.248126 3.412698 -0.916882 -1.2 0.9 -0.3 -0.036
H -0.255114 7.316018 1.630768 -0.1 -0.2 -0.1 0.139
H 2.693826 -0.540042 4.335008 0.2 -0.6 0.1 0.106
H 1.253036 2.391468 -4.623652 0.5 0.0 -1.1 0.117
H 8.777106 2.009818 -1.414812 0.7 0.1 0.4 0.138
O -0.064454 -1.628102 -6.142092 0.9 0.6 -1.7 -0.204
H 2.243846 -0.223632 -6.737772 -0.8 0.5 1.3 0.120
C -7.862004 -2.319812 3.753128 1.7 1.3 -0.2 -0.028
H 8.925616 -0.903162 -2.131342 -0.3 -0.2 -0.5 0.098
H 3.681026 -0.698982 8.296028 -0.3 0.4 -0.3 0.146
H -0.963004 -3.611002 -0.120642 -0.1 -0.2 0.1 0.098
H -0.815804 3.784958 -0.180212 0.1 0.1 -0.2 0.108
H -5.068884 0.470038 -4.044612 0.4 0.5 0.4 0.164
O -3.732144 -3.237622 3.748358 -1.1 0.1 0.0 -0.227
C 0.869756 -2.388202 -5.399822 -1.5 -0.2 1.4 -0.108
H -0.081624 1.784668 -3.858762 -0.7 0.0 0.2 0.116
H -2.977104 -2.557802 -5.512932 0.3 0.8 0.9 0.116
C -3.460104 -1.420292 -2.616332 0.1 -0.7 -0.5 -0.226
C 4.569456 -0.358172 0.791548 0.3 -0.5 -1.3 0.008
C 2.157336 8.563218 1.327818 0.9 1.7 0.4 0.027
C 8.971516 0.959748 -1.196512 -0.4 -0.1 -0.5 -0.149
C 0.595896 6.656628 1.716748 -0.3 -1.7 1.5 0.022
H 0.231976 -1.107892 4.287738 0.4 0.6 -0.4 0.112
H -2.145484 5.632678 -1.660272 0.4 0.3 0.6 0.103
C -5.900914 -3.893942 4.273858 0.3 -0.6 3.1 -0.059
H 3.324696 4.806218 4.414298 0.2 -0.2 -0.2 0.097
H 9.194776 -0.281052 1.325388 -0.2 -0.1 0.2 0.157
O -7.097084 -0.348672 2.258418 0.2 0.0 2.3 -0.271
C -2.391594 -3.083532 4.031738 1.7 -0.3 0.9 -0.132
N 6.013036 -0.156392 0.610518 0.6 2.1 -1.5 -0.095
C 7.014196 -0.549972 1.466918 -3.1 -1.4 0.7 -0.021
H -5.823114 -4.042692 -6.942082 0.4 0.4 -0.8 0.113
H -0.712454 2.414718 -5.957632 -0.4 -0.1 -0.7 0.133
C 1.395036 -0.101892 -7.410672 0.4 -0.1 -0.2 -0.056
H 1.432296 8.872418 0.574948 0.4 0.0 0.0 0.116
C -6.300274 4.492398 2.463348 -0.9 -0.2 0.7 -0.060
H 3.377876 -2.961222 -2.277992 -0.1 -0.1 -0.4 0.138
H 3.708246 2.862038 -1.619682 -0.7 -0.2 0.3 0.117
C 3.051826 -5.403032 -3.765282 0.2 -1.4 1.6 -0.114
N 1.937476 3.964318 -1.957602 -2.7 1.3 -1.8 -0.049
H -4.389964 -3.103352 5.681888 -0.2 -0.2 0.4 0.134
N 0.322786 -4.109802 -1.650152 3.5 -1.0 -3.3 -0.076
H -4.375104 5.094628 3.172208 0.5 -0.6 -0.1 0.131
N 0.614056 1.244058 -7.244722 -0.2 -1.0 1.7 0.123
H -6.929834 -0.104372 0.171228 -0.1 0.4 0.4 0.083
H 0.024656 4.407098 2.096558 -0.3 0.5 0.2 0.114
H -6.523134 -4.368702 5.032508 -0.2 0.2 0.3 0.146
H -4.583494 -0.819742 0.978948 -0.7 -0.3 0.5 0.095
H -4.984594 -4.178572 -5.524012 0.4 0.5 0.8 0.077
H 0.497206 -2.186622 -4.395502 0.3 -0.6 0.4 0.071
C 0.464926 -1.348882 -7.435272 0.5 1.9 -0.5 -0.161
C 0.678456 5.265008 2.042178 1.7 3.0 -1.0 0.009
C -0.305284 1.403968 -5.931242 2.4 1.2 -1.0 -0.006
H -2.164764 -2.407932 4.856488 -0.5 0.2 0.5 0.090
H -2.614944 3.927858 1.697088 0.0 -0.1 0.4 0.119
H 3.226516 -2.309712 6.024668 -0.4 -1.3 0.0 0.128
N -6.387944 -2.485952 4.105908 -0.6 -0.9 -1.6 0.042
H 1.108736 -2.324802 -0.827552 0.3 0.1 -0.1 0.120
C 0.581506 1.535248 -4.687112 -0.6 -1.8 1.1 -0.198
H 3.808156 6.182548 1.960888 0.0 0.6 0.0 0.176
H -3.986934 -4.204992 -6.959852 -0.4 -0.3 -0.4 0.099
H 9.908186 0.694278 -0.706332 0.2 0.7 -0.3 0.146
H 1.784026 -4.294912 3.775768 -0.8 -0.2 0.7 0.109
C -2.876094 1.687328 1.551008 -0.8 2.2 -0.3 0.003
H -8.418804 -2.552782 4.660768 -0.3 0.1 -0.3 0.157
H -7.096454 3.767598 2.633248 0.3 -0.7 0.2 0.077
O -3.260614 -0.107752 -2.180982 1.0 1.2 0.3 -0.168
F -0.315234 -0.875452 1.416678 -0.4 -0.5 -0.1 0.083
H -5.202034 3.916308 4.231568 0.1 0.2 0.0 0.137
C 4.065576 -4.948392 7.249958 1.4 -1.1 1.2 -0.106
H 4.180536 -5.552672 8.149808 -0.3 0.2 0.5 0.103
H 2.539776 -0.568002 -3.044332 -0.2 0.2 0.3 0.079
H -1.656884 1.155838 -1.501302 -1.0 0.4 -0.1 0.078
H -8.041644 -3.029542 2.945598 -0.3 0.1 0.1 0.142
C -4.851894 1.742938 2.571018 1.5 0.1 -0.8 0.037
H -2.024264 -4.059492 4.349028 0.6 0.0 -0.2 0.108
O 0.965056 -2.831922 5.071948 -0.1 -0.1 0.8 -0.172
H -5.449794 -1.096452 -2.333802 -0.4 0.8 -0.4 0.129
H 6.601576 -1.220732 2.205988 1.1 0.1 0.6 0.145
H 3.901166 5.357088 -3.250642 0.7 0.1 -0.2 0.087
H 0.063766 1.462588 -8.062962 -0.7 -0.6 -0.6 0.174
H -4.067014 -4.796642 5.183358 0.0 0.0 -0.2 0.147
N -4.000374 0.938158 1.852528 0.6 2.2 2.1 -0.055
H -0.866264 6.927118 -2.055332 -0.6 0.0 0.0 0.115
N 2.129096 -4.565532 -2.970322 -3.8 -1.7 0.1 -0.061
C 1.310296 -3.122332 -1.527362 -0.7 -0.4 0.5 -0.007
H -8.594014 -0.096702 1.031678 0.0 0.1 -1.3 0.113
C 3.027816 -1.440332 7.835798 -0.4 0.8 -0.3 -0.071
C -8.002124 -0.814052 3.319888 0.1 -0.5 0.3 -0.131
H 7.786556 0.307258 -2.901542 -0.2 -0.2 0.2 0.068
H -5.983794 -0.552482 -4.726502 -0.3 -0.9 -0.8 0.182
F 0.144126 1.246488 1.897358 -1.1 2.9 1.6 0.184
H 4.045996 -0.973182 6.075778 0.4 0.4 0.3 0.169
F 0.624916 0.492288 -0.129502 0.0 0.4 -1.7 0.115
H -5.899354 -2.142092 3.291578 0.3 0.4 -0.4 0.118
H 3.127276 0.930798 -3.768392 0.2 -0.2 -0.5 0.083
H -2.824744 -1.596942 -6.976782 0.3 0.4 0.1 0.122
H 1.980476 3.672458 4.548368 0.0 0.2 0.2 0.085
O -4.700634 -2.315672 -6.566742 -0.4 -0.4 0.4 -0.209
H 3.327326 3.044338 -3.314982 -0.6 0.0 0.1 0.106
H 1.985056 0.346168 5.627888 0.0 -0.1 0.2 0.126
C 2.728706 6.208968 1.938848 -1.1 -1.3 0.8 0.025
H -3.396114 -2.119292 -1.782422 -0.3 -0.2 0.2 0.125
H -1.086394 0.645968 -5.989512 0.5 -0.1 0.3 0.109
H -2.033444 1.315068 0.987308 -0.2 -0.2 0.3 0.094
N 2.041636 5.033408 2.149528 -0.2 2.0 -0.9 -0.080
C 2.938776 3.850238 4.060348 -0.5 -0.9 -0.4 -0.034
H -6.160274 -1.825712 4.835528 0.2 -0.3 0.8 0.178
H -2.985434 -0.762272 1.425398 0.3 -0.1 0.7 0.083
H 3.713466 -5.702302 6.545858 -0.2 0.7 -0.5 0.098
H 2.429336 -6.105552 -4.319412 0.1 0.0 0.0 0.129
H -5.703954 1.375418 3.123568 -0.1 0.2 -0.3 0.159
H 3.580176 3.010678 4.328358 0.2 0.2 0.2 0.081
H 5.301566 4.474398 -2.471202 -0.2 -0.1 -0.3 0.100
C 3.983226 -6.157712 -2.718862 0.6 1.0 -1.6 -0.026
N 1.863976 7.233158 1.770508 -0.4 -3.8 -0.6 -0.074
H 1.032276 -2.157752 -7.895642 -0.1 -0.3 0.2 0.149
B 0.592766 0.194118 1.223738 -1.4 -1.8 -0.9 -1.523
H 4.046376 0.589968 0.916088 0.1 -0.3 0.7 0.086
H 2.044226 1.123828 -2.504552 -0.9 -0.5 0.3 0.060
C 2.407336 -3.433672 -2.313142 -1.2 0.9 1.7 -0.060
H 0.140156 -1.251492 5.996618 0.4 0.0 0.3 0.134
H 0.352226 -5.905452 -2.924082 0.1 0.0 -0.1 0.172
C 8.172426 -0.138632 1.007708 2.7 1.0 -2.6 0.045
H 6.148756 1.129278 -1.201072 -0.4 -0.3 0.2 0.148
H 4.665976 -6.761512 -3.316682 -0.1 -0.3 0.2 0.095
C -4.866904 -3.740322 -6.515062 0.4 -0.3 0.1 -0.059
H -5.419244 -2.306212 -3.506432 1.1 -0.6 0.0 0.146
F 1.809696 -0.148662 1.630458 2.8 -0.9 0.9 0.191
H 1.278786 2.000668 -7.320742 0.6 0.4 0.6 0.168
N 7.965926 0.522418 -0.244032 -4.2 -0.6 3.3 -0.031
C 4.245446 4.739368 -2.421182 -1.3 0.5 0.3 -0.031
H 1.432806 5.490368 -3.442402 -0.2 0.0 -0.1 0.163
H 4.636256 -5.412332 -2.264922 0.0 0.1 0.1 0.068
O 3.187686 -3.872482 7.397268 -0.7 3.0 0.6 -0.205
H 3.203446 8.642688 1.032138 -0.2 -0.3 -0.7 0.118
H -2.688454 -1.742952 -3.315272 0.1 0.2 -0.3 0.114
H -1.132414 -0.280742 -2.103192 -0.2 -0.8 -0.3 0.085
H 3.559226 -6.747922 -1.906482 -0.6 0.0 -0.5 0.090
N 3.135176 -1.344002 6.306018 -0.3 0.6 -0.9 0.094
H -7.800824 -0.107362 4.124978 0.3 -0.4 0.4 0.132
H -1.788634 -2.649002 3.234418 -0.4 -0.4 -0.6 0.074
C -1.987734 0.118838 -1.558342 0.5 -0.1 0.0 -0.076
```
Forces are in eV/Å.

Results
M, g/mol: 1179.440
HOMO-LUMO gap, eV: 6.86
HOMO energy, eV: -22.1
Charge: +8

Entry 2:
DFT (ωB97M-V/def2-TZVPD) results for a molecular structure, FHN2O2S.

```
7
Properties=species:S:1:pos:R:3:forces:R:3:lowdin_charge:R:1
N 1.518101 0.729616 -1.192509 0.6 1.6 -0.4 -0.572
F 3.178669 0.156937 0.214740 -0.6 0.1 -0.3 -0.067
S 0.345402 -0.174006 1.083454 -0.3 1.8 1.1 0.801
O 0.583842 0.431983 -1.905992 0.0 -0.7 0.4 0.040
N 2.096386 -0.331218 -0.471737 0.7 -1.3 -0.5 -0.051
O 1.980037 1.835787 -1.054856 0.1 0.1 0.0 0.075
H -0.102968 -1.374815 0.990931 -0.5 -1.7 -0.3 -0.226
```
Forces are in eV/Å.

Results
M, g/mol: 112.085
HOMO-LUMO gap (alpha / beta), eV: 10.34 / 7.01
HOMO energy (alpha / beta), eV: -9.9 / -10.8
Energy relative to the best compared isomer or geometry (same formula, charge and spin), eV: 1.246
Spin multiplicity: 3

Number 1: maximum force 5.81 eV Å⁻¹. Number 2: maximum force 2.11 eV Å⁻¹.